Density functional theory data (ωB97M-V/def2-TZVPD) for a molecular structure, C16H20Cl2DyN2O7S at a distorted geometry.

Each line ends with the Mulliken charge.
Cartesian coordinates (Å):
Dy 0.483 0.702 0.396  0.3455
O 0.960 -1.831 2.552  -0.4073
C 0.497 -2.000 1.356  0.7617
O -0.364 -1.284 0.838  -0.3176
C 1.062 -3.218 0.633  -0.5598
O 1.018 -3.088 -0.762  -0.3687
C 2.048 -2.293 -1.327  -0.6702
C 1.792 -0.856 -0.879  1.0709
O 2.257 -0.486 0.230  -0.5802
O 0.988 -0.127 -1.513  -0.4835
H 0.600 -1.031 3.044  0.3059
H 0.412 -4.067 0.870  0.3751
H 2.075 -3.422 1.008  0.3424
H 1.951 -2.402 -2.408  0.3434
H 3.036 -2.627 -0.984  0.3640
Cl 3.085 4.162 6.511  -0.1946
C 2.306 3.224 5.298  0.2052
C 1.613 2.061 5.678  -0.5967
C 1.019 1.288 4.716  0.2014
Cl 0.150 -0.145 5.137  -0.2350
C 1.066 1.613 3.329  0.6847
O 0.492 0.835 2.474  -0.3270
C 1.745 2.823 2.976  0.6768
C 1.818 3.254 1.621  -0.0632
O 1.377 2.662 0.617  -0.4982
C 2.351 3.608 3.984  -1.1084
H 1.555 1.784 6.720  0.4730
H 2.308 4.227 1.461  0.3774
H 2.870 4.510 3.703  0.4098
C -0.794 0.222 -4.918  -0.9244
C -1.942 0.921 -4.198  -0.6787
N -1.613 1.259 -2.824  0.0285
C -2.072 0.761 -1.682  0.5016
S -1.854 1.731 -0.258  -0.4973
N -2.801 -0.338 -1.543  -0.1193
C -2.972 -1.481 -2.424  -0.0221
C -2.935 -2.756 -1.596  -1.4137
H -1.098 0.007 -5.938  0.3704
H -0.522 -0.711 -4.431  0.1709
H 0.088 0.857 -4.943  0.3493
H -2.843 0.310 -4.208  0.3313
H -2.168 1.860 -4.712  0.3678
H -1.028 2.079 -2.710  0.2734
H -3.156 -0.481 -0.603  0.3105
H -2.161 -1.498 -3.151  0.0870
H -3.931 -1.407 -2.950  0.3040
H -2.001 -2.809 -1.043  0.1868
H -3.002 -3.619 -2.251  0.4096
H -3.769 -2.787 -0.898  0.4375

Force components x, y, z for each atom (eV/Å):
-2.99 2.74 0.37
-0.03 -0.03 0.53
-0.18 -0.77 0.35
-0.39 -0.98 0.27
0.12 -0.05 0.11
-0.16 -0.11 -0.02
0.04 0.08 0.04
1.00 -1.42 -1.45
1.85 -0.84 0.08
0.48 -0.64 -2.00
0.04 -0.54 -0.72
0.11 0.10 0.15
-0.19 0.05 -0.04
0.05 0.12 0.15
-0.13 0.09 -0.06
0.06 0.12 0.14
-0.14 -0.04 -0.26
0.12 0.15 -0.28
-0.04 0.13 -0.43
-0.01 -0.06 0.22
0.33 0.62 0.84
0.22 0.21 1.50
-0.34 -0.75 0.39
0.23 0.58 0.00
0.73 1.12 0.55
-0.03 -0.17 0.00
0.00 -0.04 0.05
-0.04 -0.12 -0.05
0.08 0.15 -0.01
-0.24 0.06 0.06
0.11 -0.29 -0.36
0.18 0.00 0.14
-0.48 0.64 0.21
-0.51 0.35 -0.15
0.07 -0.07 0.11
-0.09 -0.31 -0.28
0.09 0.15 -0.15
0.06 -0.03 -0.15
0.01 -0.08 0.07
0.09 0.06 -0.02
0.01 0.13 -0.02
-0.11 -0.10 0.09
-0.23 -0.22 0.12
0.19 0.19 -0.16
-0.07 0.05 0.00
0.17 0.02 -0.06
0.09 -0.05 0.07
-0.06 -0.10 -0.02
-0.09 -0.04 0.10

Calculated values
ΔE to the lowest compared entry with this formula, charge and spin   22.0 kJ/mol
Net charge   +1
⟨S²⟩   9.323
E_LUMO (alpha / beta)   -3.63 / -3.63 eV
E   -94191.7952 eV
Multiplicity   6

=====

Density functional theory data (ωB97M-V/def2-TZVPD) for a molecular structure, C2HO3Sr at a distorted geometry.

Each line ends with the Mulliken charge.
Cartesian coordinates (Å):
H 3.652 -1.331 0.819  0.3333
O 2.102 -0.675 -0.359  -0.4990
O -2.619 0.589 2.498  -0.1497
O -1.465 0.466 0.498  -0.4896
C 2.595 -1.015 0.670  0.1112
C -2.080 0.541 1.491  0.5066
Sr 0.095 0.184 -1.335  2.1871

Force components x, y, z for each atom (eV/Å):
-0.09 0.00 0.04
-0.03 0.01 0.08
0.27 0.04 -1.05
0.70 -0.05 -1.42
0.41 -0.14 0.10
-1.04 0.01 2.60
-0.22 0.12 -0.36

Calculated values
ΔE to the lowest compared entry with this formula, charge and spin   0.0 kJ/mol
Net charge   +2
⟨S²⟩   0.753
E_LUMO (alpha / beta)   -9.30 / -9.31 eV
E   -9050.7455 eV
Multiplicity   2

=====

Density functional theory data (ωB97M-V/def2-TZVPD) for a molecular structure, C15H11F4MnNO7S.

Each line ends with the Mulliken charge.
Cartesian coordinates (Å):
Mn -1.290 3.545 -0.109  0.6582
C -0.530 -3.717 -1.497  -1.3495
C -0.545 -3.246 -0.048  -0.2794
C 0.519 -3.892 0.826  -1.0499
C 1.912 -3.506 0.352  -1.1037
C 2.033 -2.011 0.233  1.0440
C 3.257 -1.390 0.301  -0.7092
C 3.360 -0.002 0.202  -0.0345
F 4.581 0.539 0.275  -0.3396
C 2.269 0.803 0.050  -0.9032
C 1.007 0.193 -0.017  0.4479
C -0.174 1.000 -0.155  2.1962
O -0.014 2.287 -0.252  -1.2327
C -1.416 0.370 -0.198  -0.1553
C -1.453 -1.007 -0.138  -0.2379
N -0.377 -1.771 -0.009  0.1143
C 0.886 -1.206 0.065  -0.3659
C -2.745 1.084 -0.332  0.1429
O -3.738 0.424 -0.532  -0.6820
O -2.708 2.380 -0.266  -0.5343
H -0.644 -4.800 -1.535  0.3832
H 0.402 -3.450 -1.994  0.3776
H -1.350 -3.267 -2.055  0.4029
H -1.526 -3.434 0.387  0.5134
H 0.385 -4.973 0.799  0.4196
H 0.374 -3.570 1.860  0.3670
H 2.125 -3.967 -0.616  0.3537
H 2.669 -3.877 1.043  0.4824
H 4.162 -1.968 0.442  0.5422
H 2.364 1.877 -0.013  0.6435
H -2.417 -1.497 -0.203  0.5830
F -0.381 3.896 2.509  -0.2610
C -1.460 3.413 1.881  1.0629
F -2.536 4.054 2.327  -0.2751
F -1.572 2.111 2.263  -0.2147
O -1.962 6.942 -1.115  -0.5663
S -1.079 5.841 -1.270  1.2965
O -1.798 4.558 -1.694  -0.5659
O -0.746 5.215 0.194  -0.5865
O 0.156 6.017 -1.961  -0.5845

Force components x, y, z for each atom (eV/Å):
0.07 0.51 -0.86
-0.01 0.00 0.02
0.01 -0.04 0.01
-0.02 -0.01 -0.01
0.00 -0.03 0.00
0.08 0.03 0.01
-0.05 -0.01 -0.01
-0.08 0.06 -0.01
0.00 0.00 0.00
0.11 -0.06 0.01
-0.03 -0.02 -0.04
-0.13 -0.18 0.13
-0.14 -0.16 0.14
0.09 0.19 0.09
0.03 0.02 0.00
-0.09 -0.01 -0.02
0.07 0.14 0.00
0.16 -0.03 -0.22
-0.11 -0.04 0.13
-0.02 -0.18 -0.06
0.00 -0.01 0.00
0.01 0.01 0.00
-0.01 0.00 -0.01
0.01 -0.01 -0.01
-0.01 0.00 0.00
0.01 0.00 0.00
0.00 -0.01 0.00
-0.01 0.00 0.01
0.00 -0.02 0.00
0.00 0.00 0.00
0.00 -0.01 0.00
-0.04 -0.02 -0.02
0.08 -0.02 -0.08
-0.03 0.04 -0.04
0.03 0.12 -0.06
0.02 -0.03 -0.03
0.17 0.09 0.47
-0.15 -0.49 0.48
0.07 0.18 -0.04
-0.09 -0.02 0.05

Calculated values
ΔE to the lowest compared entry with this formula, charge and spin   16.3 kJ/mol
Net charge   0
⟨S²⟩   0.850
E_LUMO (alpha / beta)   -2.65 / -1.93 eV
E   -84581.2899 eV
Multiplicity   2

=====

Density functional theory data (ωB97M-V/def2-TZVPD) for 3 unconnected molecules or ions with the total composition C3H9N3O2 at a distorted geometry.

Each line ends with the Mulliken charge.
Cartesian coordinates (Å):
C 3.106 1.099 0.608  -0.5225
C -2.422 0.248 -1.186  -0.7828
N -2.090 -0.633 -0.090  -0.1929
C 0.138 -0.382 0.240  0.7282
N 0.523 -1.486 -0.383  -0.4576
O 2.411 -0.059 0.828  -0.4128
O -2.893 -0.287 0.946  -0.3779
N -0.008 0.659 0.761  -0.5413
H -2.668 -0.905 1.657  0.3275
H -0.123 -2.260 -0.365  0.2663
H 1.515 -1.653 -0.237  0.2982
H 2.901 1.569 -0.371  0.2573
H 2.960 1.855 1.398  0.2498
H 4.193 0.867 0.610  0.2688
H -3.412 -0.032 -1.572  0.2749
H -2.452 1.297 -0.879  0.3361
H -1.678 0.102 -1.966  0.2806

Force components x, y, z for each atom (eV/Å):
0.13 0.82 -0.13
-0.21 -0.13 0.10
-0.87 -0.57 -0.55
0.11 2.18 1.10
0.21 -0.41 -0.28
0.89 -0.06 0.13
-0.13 0.01 0.26
0.40 -1.18 -0.63
0.00 0.16 -0.15
0.05 0.08 0.03
-0.32 -0.17 -0.07
-0.04 -0.27 0.18
-0.05 -0.27 -0.07
-0.33 -0.22 0.05
0.09 0.08 -0.02
0.07 -0.05 0.04
0.00 0.03 0.00

Calculated values
ΔE to the lowest compared entry with this formula, charge and spin   763.2 kJ/mol
Net charge   0
E_LUMO (alpha / beta)   0.64 / -1.12 eV
E   -11816.1491 eV
Multiplicity   1